{"formula": "C26H62O12", "method": "wB97M-V/def2-TZVPD", "elements": ["C", "C", "C", "O", "H", "H", "H", "H", "H", "H", "C", "C", "C", "O", "H", "H", "H", "H", "H", "H", "C", "C", "C", "O", "H", "H", "H", "H", "H", "H", "C", "C", "C", "O", "H", "H", "H", "H", "H", "H", "C", "C", "C", "O", "H", "H", "H", "H", "H", "H", "C", "C", "C", "O", "H", "H", "H", "H", "H", "H", "C", "C", "C", "O", "H", "H", "H", "H", "H", "H", "C", "O", "H", "H", "H", "H", "C", "O", "H", "H", "H", "H", "C", "O", "H", "H", "H", "H", "C", "O", "H", "H", "H", "H", "C", "O", "H", "H", "H", "H"], "positions_angstrom": [[2.8529, 0.3246, -2.3683], [2.4946, -0.1750, -3.7104], [3.6025, -0.5280, -4.6519], [1.3443, -0.4521, -4.1120], [2.1198, 0.8760, -1.8625], [3.6498, 1.0628, -2.4323], [3.1596, -0.6183, -1.8421], [4.2368, -1.2232, -4.1732], [4.1813, 0.3227, -4.9592], [3.0926, -1.0368, -5.4002], [-3.3987, -2.9926, -0.6126], [-3.4201, -4.1212, -1.5839], [-3.6203, -3.6591, -2.9746], [-3.3617, -5.2969, -1.2890], [-3.9329, -2.1554, -0.9308], [-2.3466, -2.6785, -0.4806], [-3.7111, -3.2350, 0.3518], [-4.6735, -3.4497, -3.0133], [-3.4090, -4.4397, -3.7506], [-3.0849, -2.7220, -3.1643], [1.6839, 6.1811, -0.9139], [1.0722, 4.8124, -0.8184], [1.4678, 3.8709, -1.8974], [0.3531, 4.5209, 0.0987], [2.7635, 6.1447, -1.1777], [1.5549, 6.6489, 0.0329], [1.1892, 6.7960, -1.7178], [1.1776, 2.8895, -1.5435], [2.5439, 3.9609, -2.0128], [1.0197, 4.2940, -2.7857], [0.5294, -4.3336, -1.4342], [2.0523, -4.2642, -1.4812], [2.7224, -5.6849, -1.3939], [2.7049, -3.2082, -1.5434], [-0.0173, -3.3780, -1.5429], [0.1966, -4.8480, -0.4933], [0.1708, -5.0221, -2.2795], [2.8242, -5.9867, -0.3676], [3.6951, -5.6759, -1.8104], [2.0241, -6.4119, -1.8786], [3.2222, 2.1517, 1.4338], [3.5936, 3.6029, 1.2286], [3.3391, 4.6045, 2.3267], [4.0108, 3.9739, 0.1254], [3.6870, 1.7292, 2.2884], [3.3941, 1.5538, 0.5178], [2.1385, 2.3098, 1.7481], [3.8276, 4.2199, 3.2216], [2.2450, 4.6990, 2.5343], [3.7291, 5.5885, 2.1310], [-1.1147, 0.6284, 4.1476], [-0.5796, 1.9808, 3.7705], [-1.5657, 3.1583, 3.6700], [0.6326, 2.1755, 3.6465], [-0.8185, -0.1320, 3.4210], [-2.1599, 0.6268, 4.2590], [-0.6221, 0.2585, 5.0573], [-2.6783, 2.8633, 3.5542], [-1.2259, 3.7735, 2.8658], [-1.5259, 3.7547, 4.6076], [-5.0234, 2.3176, 0.2567], [-4.0569, 1.9028, -0.8430], [-2.8111, 2.7654, -0.8717], [-4.2622, 1.0166, -1.6186], [-4.5430, 2.1308, 1.2122], [-5.8756, 1.6732, 0.2576], [-5.1678, 3.3772, 0.1421], [-2.4845, 2.6810, 0.1347], [-3.1062, 3.7984, -1.0576], [-2.0262, 2.4941, -1.5710], [-1.3255, 0.7878, -3.6606], [-1.0383, -0.3545, -2.8896], [-0.7984, 1.7025, -3.3694], [-1.2317, 0.6492, -4.7436], [-2.3746, 1.0682, -3.4376], [-0.1152, -0.6356, -3.1675], [-3.5251, -0.2404, 1.9473], [-2.5633, 0.6185, 1.3995], [-4.0563, 0.3587, 2.6523], [-4.3261, -0.5704, 1.2088], [-3.0910, -1.1088, 2.4305], [-1.9910, 0.1392, 0.7876], [-0.6161, -3.9422, 2.1108], [0.6870, -4.3330, 2.2892], [-1.2459, -4.8274, 1.8953], [-1.0402, -3.4589, 3.0302], [-0.7699, -3.2155, 1.3271], [1.2365, -3.6123, 2.5858], [0.4278, -0.2163, 0.2448], [-0.8425, -0.6187, -0.1894], [1.2537, -0.7874, -0.2146], [0.5486, 0.8655, 0.0394], [0.4494, -0.3346, 1.3457], [-1.0323, -0.5479, -1.1220], [3.1714, -3.6587, 4.0860], [2.2027, -2.7090, 3.7152], [4.1758, -3.1766, 4.3012], [2.8821, -4.1682, 5.0139], [3.2440, -4.4393, 3.3575], [2.0289, -2.0205, 4.3503]], "forces_ev_per_a": [[1.1, -0.6, -0.1], [-2.0, -0.7, -1.5], [-0.4, 0.8, 1.1], [1.8, 0.7, 1.3], [-1.6, 0.1, 0.7], [0.7, -0.5, -0.1], [-0.1, 1.0, 0.0], [1.0, -0.7, 0.7], [0.2, 0.4, -0.3], [-0.4, -0.6, -1.9], [2.0, -0.4, 0.1], [-0.2, -0.6, 0.1], [0.6, -0.6, -1.4], [0.2, 0.3, 0.2], [-0.9, 1.4, -0.8], [-0.2, 0.0, -0.3], [-0.7, -0.8, 1.6], [-0.7, 0.3, -0.3], [0.0, 0.7, 0.8], [-0.1, -0.2, -0.1], [0.3, 0.6, -1.4], [0.9, 0.7, -0.1], [0.2, 0.3, 0.7], [-0.6, -0.4, 0.6], [-0.7, -0.1, 0.2], [-0.1, 0.6, 0.7], [0.3, -0.6, 0.8], [-0.2, -0.3, -0.7], [0.2, -0.3, 0.0], [-0.4, -0.6, -0.6], [-0.8, -0.9, -0.7], [1.0, 0.8, 0.4], [-2.0, 0.9, -0.5], [-1.4, -2.3, 0.0], [0.6, -0.3, 0.2], [0.4, 0.5, -0.7], [0.5, 0.9, 1.1], [-0.2, 0.0, 0.7], [0.9, 0.0, -0.7], [0.8, 0.5, 0.3], [-1.7, 1.4, -0.3], [0.7, 0.5, -2.2], [-0.7, -0.6, 0.6], [-0.4, -0.3, 1.3], [0.6, -0.4, 0.8], [-0.3, 0.4, 0.6], [0.9, -1.0, -0.6], [-0.2, 0.0, 0.3], [0.8, -0.3, -0.1], [0.2, 0.2, -0.5], [1.6, -0.6, 0.1], [1.0, 0.7, 0.4], [-1.4, -0.9, 0.8], [-1.8, -0.3, 0.0], [-0.2, 0.3, -0.3], [-1.3, -0.1, 0.2], [-0.2, 0.5, 0.1], [1.9, 0.3, -0.1], [0.0, 0.5, -0.6], [0.2, -0.4, -0.5], [1.1, -0.8, -0.2], [0.5, 1.0, 0.3], [-0.7, 0.1, -0.4], [-0.4, -1.0, -0.6], [0.3, 0.3, 0.1], [-0.9, 0.1, -0.3], [-0.6, 0.4, 0.1], [0.9, 0.3, 0.9], [0.0, 0.1, 0.1], [-0.2, -0.3, 0.0], [-1.7, 1.0, 0.1], [1.4, -0.5, -0.3], [0.7, -0.3, 0.0], [0.2, -0.2, 0.2], [0.3, -0.5, -0.3], [-1.0, 0.4, 0.2], [-0.9, -0.2, -1.2], [-0.2, 0.5, 0.3], [-0.4, 0.2, 0.9], [1.1, 0.2, 0.5], [0.1, -0.3, 0.1], [0.3, -0.4, -0.5], [-1.8, 0.3, 1.0], [0.7, -1.4, -0.6], [0.4, 0.4, 0.1], [0.2, -0.4, -0.4], [0.1, 0.3, -0.6], [0.0, 0.7, 0.3], [0.3, 0.7, 0.1], [-0.6, -1.0, 1.5], [-0.4, 0.1, 0.2], [0.3, -0.3, 0.1], [0.1, -0.1, -0.6], [0.4, 0.4, -1.3], [1.2, 0.7, 2.1], [-0.2, 0.1, -1.1], [-1.0, -0.6, -0.6], [0.0, 0.1, 0.0], [0.0, 0.0, -0.8], [0.3, 0.0, 0.5]], "mulliken_charge": [0.220, 0.683, -1.392, -0.705, -0.735, 0.546, 0.204, 0.366, 0.328, 0.424, -0.553, 0.574, -1.091, -0.617, 0.391, -0.168, 0.581, 0.386, 0.297, 0.190, -1.422, 0.783, -0.356, -0.501, 0.328, 0.340, 0.392, -0.600, 0.408, 0.578, -0.578, 0.678, -1.214, -0.558, -0.092, 0.252, 0.443, 0.276, 0.386, 0.330, -0.246, 0.705, -1.158, -0.597, 0.510, 0.029, -0.173, 0.432, 0.158, 0.373, -0.679, 0.967, -0.909, -0.606, -0.160, 0.250, 0.504, 0.196, 0.140, 0.378, -1.310, 1.086, -0.140, -0.560, 0.038, 0.359, 0.459, -0.153, 0.528, -0.258, -0.699, -0.443, 0.073, 0.339, 0.285, 0.394, -1.061, 0.422, 0.425, 0.175, 0.297, -0.002, -0.447, -0.536, 0.350, 0.380, -0.047, 0.403, -0.161, 0.198, 0.245, -0.326, -0.041, -0.125, -0.641, -0.478, 0.276, 0.288, 0.234, 0.258], "orbital_gap_ha": 0.3544, "smiles": "CC(C)=O.CC(C)=O.CC(C)=O.CC(C)=O.CC(C)=O.CC(C)=O.CC(C)=O.CO.CO.CO.CO.CO", "molar_mass_da": 566.8, "charge": 0, "de_lowest_kcal_mol": 0.0, "lumo_energy_ev": 0.5}


{"formula": "C5H8NO2S", "method": "wB97M-V/def2-TZVPD", "elements": ["C", "C", "C", "C", "C", "N", "O", "O", "S", "H", "H", "H", "H", "H", "H", "H", "H"], "positions_angstrom": [[-1.4909, -1.1814, -0.0388], [-0.2275, -1.4634, -0.5366], [-1.9687, 0.0275, 0.1478], [0.8891, -0.6494, -0.4774], [0.8687, 0.6235, 0.3353], [-1.1138, 1.1875, 0.0231], [2.1703, -0.9616, -0.9392], [1.5446, 1.6442, -0.0875], [0.7895, 0.4442, 2.0103], [-2.0038, -2.0426, 0.3910], [-0.0259, -2.5057, -1.0032], [-2.9342, 0.2233, 0.4334], [-0.8657, 1.4622, -0.9503], [-1.2620, 1.9164, 0.7499], [2.1091, -1.8545, -1.3349], [1.8848, 1.7411, -0.9561], [1.6365, 1.3886, 2.2333]], "forces_ev_per_a": [[-1.5, -0.7, 1.5], [5.4, -1.1, -1.9], [1.5, 1.0, -0.1], [-1.3, -1.6, -0.3], [-0.4, -0.4, -1.8], [1.6, -0.6, -1.0], [-1.9, 0.2, 0.5], [-0.2, 1.4, 2.0], [-0.6, -1.6, 1.6], [-0.6, 0.3, -0.8], [-0.5, 1.8, 0.8], [-2.1, 0.3, 0.9], [-0.9, 0.4, 1.0], [0.0, -0.5, -1.2], [0.2, 0.5, 0.2], [0.3, -0.7, -1.7], [1.0, 1.3, 0.4]], "mulliken_charge": [-0.420, -0.314, -0.473, 0.467, 0.532, -0.448, -0.459, -0.463, -0.089, 0.370, 0.211, 0.450, 0.360, 0.338, 0.358, 0.386, 0.194], "orbital_gap_ha": 0.2975, "molar_mass_da": 146.2, "charge": 1, "de_lowest_kcal_mol": 52.5, "lumo_energy_ev": -4.7}


{"formula": "C9H10O4", "method": "wB97M-V/def2-TZVPD", "elements": ["C", "O", "C", "C", "C", "C", "C", "C", "O", "O", "C", "O", "C", "H", "H", "H", "H", "H", "H", "H", "H", "H", "H"], "positions_angstrom": [[-2.7552, -0.4829, 0.9911], [-2.2395, -0.0612, -0.2765], [-1.0259, 0.6418, -0.1753], [-0.9797, 2.0329, -0.3843], [0.1695, 2.6760, -0.2861], [1.3445, 1.9689, -0.2259], [1.3427, 0.5406, -0.1176], [2.6468, -0.0395, 0.2185], [3.5626, 0.5093, 0.7899], [2.7619, -1.3207, -0.3201], [0.1543, -0.1479, -0.0578], [0.1054, -1.4293, 0.3067], [-0.1172, -2.3248, -0.7485], [-3.4479, -1.5216, 0.5976], [-1.8986, -0.8611, 1.6612], [-3.4395, 0.4848, 1.5002], [-1.9295, 2.5904, -0.5345], [0.2614, 3.7809, -0.1561], [2.3672, 2.3818, -0.1639], [3.6268, -1.7278, 0.2376], [-1.1625, -2.1382, -1.1661], [0.7639, -2.2599, -1.4517], [-0.1117, -3.2924, -0.2384]], "forces_ev_per_a": [[-2.2, -1.1, -0.2], [0.8, 0.9, 0.7], [-0.4, -0.7, -1.2], [-4.1, -2.1, 0.4], [3.7, 3.0, 0.3], [1.3, -1.8, 0.5], [0.3, 2.5, 0.3], [1.1, -1.4, -1.0], [-0.9, -0.6, -0.2], [3.5, -0.5, 3.3], [-1.0, 2.0, 0.3], [-0.1, -0.1, 0.8], [-0.5, -0.7, -0.7], [1.7, 3.3, 1.8], [-1.5, 0.7, -0.8], [1.9, -3.2, -1.3], [0.7, -0.6, 0.3], [-0.4, -0.9, -0.6], [-0.9, 0.3, 0.0], [-3.2, 1.5, -2.4], [1.6, -0.3, 0.0], [-1.3, -0.2, 0.3], [0.0, -0.1, -0.5]], "mulliken_charge": [-0.564, -0.431, 0.499, -0.444, -0.390, -0.821, 0.575, 0.499, -0.574, -0.443, 0.312, -0.453, -0.714, 0.196, 0.245, 0.241, 0.393, 0.329, 0.380, 0.382, 0.271, 0.266, 0.246], "orbital_gap_ha": 0.3507, "smiles": "COc1cccc(C(=O)O)c1OC", "molar_mass_da": 182.2, "charge": 0, "de_lowest_kcal_mol": 78.6, "lumo_energy_ev": 0.4}